(1)
50
Properties=species:S:1:pos:R:3:forces:R:3:mulliken_charge:R:1 method="wB97M-V/def2-TZVPD" smiles="CCO[C@@H](C#N)[C@](C#N)(CCCCCN)CC(=O)I.c1ccncc1" orbital_gap_ev=9.85 fmax_ev_per_a=0.5 e_lumo_ha=0.0158 total_energy_ha=-1368.02594
C -3.7590 0.8681 -0.1183 -0.02 0.00 0.00 -1.135
C -2.8955 0.2829 -1.2154 -0.16 0.03 -0.13 -0.332
O -1.5799 -0.0402 -0.7424 0.10 -0.07 -0.06 -0.251
C -0.5626 0.7892 -1.2015 0.09 0.06 0.17 -0.056
C -0.6217 2.1486 -0.5996 0.03 -0.12 -0.10 -0.377
N -0.6597 3.2050 -0.1564 0.00 0.10 -0.06 -0.454
C 0.7930 0.0944 -0.9067 0.04 0.00 -0.14 1.983
C 1.8264 0.9536 -1.5286 -0.37 -0.31 0.22 -0.474
N 2.6250 1.6088 -2.0213 0.28 0.23 -0.17 -0.574
C 0.7946 -1.2757 -1.6692 0.07 -0.01 -0.12 -1.398
C 0.9791 -2.5572 -0.8638 -0.11 -0.05 0.00 -0.240
C 1.0784 -3.7630 -1.8032 0.01 0.03 -0.12 -0.962
C 0.5916 -5.0729 -1.1844 0.06 -0.03 0.08 -0.536
C 0.3045 -6.1706 -2.2202 -0.06 0.03 -0.05 -0.511
N -1.1411 -6.4102 -2.3430 0.04 0.05 0.12 -0.610
C 1.1880 0.0484 0.5948 0.06 0.18 0.12 -1.200
C 0.2760 -0.6141 1.6174 -0.12 -0.15 -0.19 -0.100
O 0.4197 -1.7218 2.0037 0.04 -0.16 0.10 -0.444
I -1.2531 0.5843 2.5269 0.12 0.19 0.24 0.012
H -3.3753 1.8323 0.2207 -0.04 -0.07 -0.03 0.264
H -3.7927 0.1909 0.7366 -0.05 0.05 -0.09 0.230
H -4.7749 1.0070 -0.4955 0.05 0.01 0.02 0.426
H -2.8179 0.9749 -2.0622 0.01 -0.04 0.04 0.375
H -3.3232 -0.6496 -1.5933 0.04 0.04 0.06 0.360
H -0.6155 0.9302 -2.2906 -0.04 -0.03 0.05 0.685
H -0.1592 -1.3599 -2.1953 0.06 0.04 0.00 0.418
H 1.5696 -1.2307 -2.4397 -0.03 0.00 0.07 0.434
H 0.1219 -2.6999 -0.2017 0.12 0.06 -0.01 0.342
H 1.8730 -2.4979 -0.2387 -0.09 -0.06 0.06 0.318
H 0.4891 -3.5672 -2.7081 -0.02 -0.03 0.09 0.452
H 2.1169 -3.8807 -2.1313 -0.08 0.01 -0.10 0.288
H -0.3225 -4.8696 -0.6143 0.03 -0.04 -0.07 0.419
H 1.3230 -5.4370 -0.4567 -0.03 0.09 -0.01 0.284
H 0.8563 -7.0838 -1.9683 -0.01 0.05 0.03 0.318
H 0.6661 -5.8351 -3.1982 0.06 -0.11 0.06 0.318
H -1.3254 -7.3342 -2.7148 0.00 0.07 -0.09 0.229
H -1.5723 -6.3782 -1.4267 0.02 -0.07 -0.01 0.216
H 1.3753 1.0704 0.9351 -0.05 -0.05 -0.04 0.697
H 2.1241 -0.5096 0.6627 0.00 0.10 0.00 0.567
N -0.0839 4.9831 3.9742 0.01 0.01 0.00 -0.515
C 0.6866 5.8248 4.6594 -0.01 -0.01 0.00 -0.243
C 1.6713 6.6112 4.0793 0.00 0.00 -0.01 -0.306
C 1.8680 6.5191 2.7105 0.00 0.00 0.00 -0.381
C 1.0731 5.6481 1.9837 0.01 0.00 -0.03 -0.315
C 0.1148 4.9061 2.6585 -0.04 -0.06 0.08 -0.169
H 0.5066 5.8713 5.7281 0.01 0.01 0.00 0.351
H 2.2666 7.2774 4.6890 0.00 0.00 0.01 0.362
H 2.6267 7.1156 2.2200 0.00 0.00 0.00 0.363
H 1.1844 5.5379 0.9134 -0.01 -0.01 0.00 0.406
H -0.5186 4.2152 2.1159 0.01 0.02 -0.01 0.464

(2)
58
Properties=species:S:1:pos:R:3:forces:R:3:mulliken_charge:R:1 method="wB97M-V/def2-TZVPD" orbital_gap_ev="7.35 / 6.41" fmax_ev_per_a=0.1 multiplicity=2 e_lumo_ha="-0.0121 / -0.0555" total_energy_ha=-5792.34659
Ti -0.1642 0.2672 -0.5163 0.04 0.00 0.02 -0.821
C -1.9858 -2.3154 0.1372 -0.01 0.00 -0.03 -0.620
C -1.9322 -0.9633 -0.5682 -0.07 -0.08 0.02 -1.709
S -1.7873 1.6516 -1.6580 -0.03 0.03 -0.01 -0.239
C -1.1279 3.3005 -2.0735 -0.03 0.03 0.01 -0.681
C 0.2082 3.7042 -1.4382 -0.01 0.03 -0.03 -0.878
S 0.6651 2.7521 0.0174 0.03 0.01 -0.01 0.181
C -0.4948 3.4575 1.2147 0.01 0.03 0.01 -0.834
C -0.7079 2.4604 2.3341 -0.02 0.00 0.01 -0.657
S -1.6175 1.0447 1.6786 0.02 -0.02 -0.04 0.207
C -1.3582 -0.0794 3.0705 0.00 -0.02 0.01 -0.247
C -2.0375 -1.4214 2.8343 0.00 0.02 0.02 -0.981
S -1.1208 -2.5112 1.7211 0.01 0.00 0.00 -0.082
H -1.5258 -3.0925 -0.4760 0.00 0.00 0.02 0.021
H -3.0221 -2.6277 0.2929 0.00 -0.01 0.00 0.591
H -2.7784 -0.3541 -0.2452 0.01 0.02 -0.01 0.929
H -2.1047 -1.1321 -1.6379 0.01 0.04 -0.01 0.895
H -1.9017 4.0172 -1.7962 -0.01 -0.02 0.02 0.479
H -1.0221 3.3551 -3.1567 0.01 0.01 0.00 0.396
H 0.2060 4.7576 -1.1513 0.00 -0.01 0.00 0.537
H 1.0321 3.5547 -2.1298 0.00 -0.03 0.00 0.465
H -1.4355 3.6724 0.7055 0.00 -0.01 0.00 0.418
H -0.0752 4.3865 1.6012 -0.01 0.00 0.00 0.489
H -1.2878 2.9046 3.1438 0.01 0.01 0.00 0.576
H 0.2474 2.1103 2.7315 -0.01 -0.02 0.00 0.136
H -1.7783 0.4083 3.9535 0.00 0.00 0.00 0.585
H -0.2847 -0.2176 3.2144 0.00 0.01 0.00 -0.038
H -3.0588 -1.2954 2.4687 0.00 0.00 0.00 0.388
H -2.1009 -1.9454 3.7885 0.00 0.00 0.00 0.468
S 1.0254 0.7945 -2.5422 0.09 -0.01 -0.02 -0.286
S 3.0404 -1.3296 -4.7129 -0.01 0.01 -0.01 -0.200
S 3.5965 -1.2837 -2.8597 -0.01 -0.01 0.00 0.083
S 2.9975 0.5207 -2.0009 -0.05 0.02 0.02 -0.021
O 3.1854 -3.5551 1.7532 0.00 0.00 0.01 -0.687
C 3.3220 -2.4561 2.5102 0.01 0.01 -0.02 0.511
C 4.1088 -2.5595 3.6588 -0.01 0.00 0.01 -0.759
C 4.3009 -1.4652 4.4757 0.01 -0.01 0.01 -0.332
C 3.7141 -0.2379 4.1729 -0.01 0.02 0.00 -0.925
C 2.9281 -0.1324 3.0450 0.00 -0.02 -0.01 -0.336
C 2.7143 -1.2268 2.2019 0.01 0.02 0.00 -0.098
C 1.8369 -1.0611 1.0347 0.01 -0.01 0.03 0.737
O 1.1534 0.0397 0.9300 -0.03 0.02 0.01 0.084
N 1.7453 -2.0162 0.1609 -0.01 -0.03 -0.03 -0.478
N 0.8233 -1.6983 -0.8327 0.02 0.00 0.05 1.362
C 0.7070 -2.6281 -1.7170 0.03 -0.03 0.00 -1.029
S -0.3451 -2.4912 -3.0953 0.00 0.01 -0.01 0.098
C 0.3843 -3.9005 -3.9693 0.01 -0.02 0.00 -0.504
C 0.7405 -4.9495 -2.9380 -0.02 0.00 0.01 -0.633
S 1.6030 -4.1238 -1.5745 0.00 0.01 -0.01 -0.033
H 2.6249 -3.3217 0.9800 0.00 0.00 0.00 0.565
H 4.5612 -3.5167 3.8806 0.00 0.00 0.00 0.441
H 4.9188 -1.5647 5.3593 0.00 0.00 0.00 0.379
H 3.8764 0.6206 4.8103 0.00 0.00 0.00 0.438
H 2.4653 0.8082 2.7768 0.00 0.00 0.01 0.353
H 1.2660 -3.5580 -4.5100 0.00 0.01 0.00 0.122
H -0.3605 -4.2634 -4.6766 0.00 0.00 0.00 0.458
H 1.4189 -5.6970 -3.3479 0.00 0.00 0.00 0.417
H -0.1493 -5.4458 -2.5516 0.00 0.00 0.00 0.299

(3)
51
Properties=species:S:1:pos:R:3:forces:R:3:mulliken_charge:R:1 method="wB97M-V/def2-TZVPD" orbital_gap_ev=6.74 fmax_ev_per_a=0.4 e_lumo_ha=-0.0130 total_energy_ha=-2338.54142
Ti -0.0751 0.0522 0.6839 0.35 -0.01 0.20 0.484
C -4.2265 -0.6104 -0.6808 -0.01 -0.08 -0.03 -0.800
C -4.2895 -1.9558 -1.0050 -0.01 0.09 0.02 -0.547
C -3.1342 -2.7158 -0.9549 0.08 -0.14 -0.06 -0.695
C -1.9462 -2.1110 -0.5725 -0.01 0.07 0.04 0.335
N -1.9025 -0.8193 -0.2376 0.01 0.11 -0.07 0.270
C -3.0060 -0.0792 -0.3002 -0.04 0.02 -0.01 -0.248
C -0.6393 -2.8133 -0.4950 0.08 0.08 0.04 0.860
C -0.4761 -4.1660 -0.7465 -0.12 -0.08 -0.06 -0.794
C 0.7854 -4.7281 -0.6441 0.02 0.05 0.01 -0.513
C 1.8524 -3.9209 -0.2904 -0.06 -0.01 -0.02 -0.822
C 1.6081 -2.5790 -0.0467 0.10 -0.05 0.02 -0.104
N 0.3978 -2.0398 -0.1473 -0.03 0.07 0.02 0.415
H -5.1048 0.0176 -0.7184 0.01 0.02 0.01 0.415
H -5.2280 -2.4062 -1.2998 0.01 -0.02 0.00 0.436
H -3.1559 -3.7638 -1.2172 -0.03 0.01 0.00 0.336
H -2.8788 0.9621 -0.0332 0.02 0.00 0.00 0.503
H -1.3266 -4.7753 -1.0164 0.03 -0.02 0.00 0.327
H 0.9314 -5.7830 -0.8344 -0.02 0.00 -0.01 0.434
H 2.8520 -4.3197 -0.1953 0.01 0.02 0.01 0.418
H 2.3952 -1.9009 0.2570 -0.01 0.01 0.00 0.506
O 2.0066 0.3565 0.9219 -0.13 0.12 -0.06 -0.526
S 2.6197 1.3800 -0.0702 -0.11 -0.16 -0.04 0.290
C 4.2350 1.6061 0.7258 0.05 -0.05 -0.03 -0.675
C 4.0250 2.6124 1.8464 -0.01 0.01 -0.02 -0.545
C 3.1974 3.7180 1.1954 0.02 -0.02 0.04 -0.675
C 2.0636 3.0253 0.4455 -0.01 0.01 0.00 -0.447
H 4.9045 1.9999 -0.0438 0.02 0.01 0.02 0.416
H 4.5828 0.6223 1.0355 0.01 0.01 0.00 0.396
H 4.9694 2.9799 2.2496 0.00 -0.01 0.00 0.381
H 3.4648 2.1434 2.6574 0.00 0.00 0.00 0.208
H 3.8305 4.2748 0.4997 -0.02 0.03 0.00 0.300
H 2.8030 4.4285 1.9219 -0.01 -0.01 0.01 0.327
H 1.6985 3.5375 -0.4410 0.03 -0.01 -0.02 0.506
H 1.1903 2.8091 1.0634 0.00 0.03 0.00 0.218
O 0.2388 1.3436 -0.8501 -0.13 0.00 -0.04 -0.517
O -0.5840 1.7740 0.2878 -0.02 0.04 -0.09 -0.421
C -0.0411 -1.9259 4.0793 -0.02 0.04 -0.03 -1.600
C -0.9154 -0.7585 3.6045 -0.02 0.09 -0.03 1.593
C -2.3874 -1.1897 3.6040 0.03 0.02 -0.01 -1.551
C -0.7313 0.4355 4.5476 -0.01 -0.03 0.00 -1.631
N -0.5312 -0.3889 2.2735 -0.03 -0.25 0.13 -0.500
H -0.3030 -2.2345 5.0953 0.01 -0.01 0.00 0.438
H 1.0090 -1.6291 4.0583 0.00 -0.01 0.01 0.312
H -0.1685 -2.7788 3.4084 0.01 -0.01 0.01 0.320
H -2.7170 -1.4907 4.6023 -0.01 0.00 0.00 0.441
H -2.5262 -2.0318 2.9215 -0.01 0.00 0.00 0.311
H -3.0133 -0.3634 3.2614 -0.01 -0.01 0.00 0.319
H -1.0106 0.1760 5.5729 0.01 0.02 0.00 0.420
H -1.3479 1.2713 4.2137 0.00 0.00 0.00 0.367
H 0.3119 0.7560 4.5366 0.00 0.01 0.01 0.312